This record from the Open Molecules 2025 dataset describes a molecular structure, C45H31Br2HgIN5O3P. The level of theory is ωB97M-V/def2-TZVPD.

The LUMO energy (spin up / spin down) is 2.09 / 2.09 eV. The spin multiplicity is 2. For the largest force on an atom, the calculation gives 0.84 eV Å⁻¹. For the HOMO-LUMO gap (spin up / spin down), the calculation gives 4.434 / 7.175 eV. As for the net charge: -1.

Each line ends with the Mulliken spin population.
Positions of all 89 atoms, in Å:
Hg: -0.603 -0.707 0.433  0.00
Br: -3.056 -5.344 -0.637  0.00
C: -2.673 -4.624 1.072  0.00
C: -2.921 -5.413 2.202  0.00
C: -2.627 -4.950 3.450  0.00
Br: -2.979 -6.074 4.947  0.00
C: -2.064 -3.664 3.629  0.00
C: -1.695 -3.120 4.881  0.00
C: -1.154 -1.875 4.951  -0.01
C: -0.976 -1.140 3.764  0.01
N: -1.306 -1.614 2.594  -0.01
C: -1.833 -2.862 2.485  0.00
C: -2.129 -3.335 1.133  0.01
O: -1.898 -2.619 0.111  0.00
H: -3.341 -6.401 2.076  0.00
H: -1.842 -3.711 5.776  0.00
H: -0.851 -1.445 5.897  0.00
H: -0.543 -0.147 3.785  0.00
N: -1.894 0.214 -2.448  0.00
P: -1.058 1.130 -1.162  -0.02
C: -2.320 2.432 -0.991  0.00
C: -2.888 3.015 -2.114  0.00
C: -3.874 3.984 -1.977  0.00
C: -4.311 4.354 -0.714  0.00
C: -3.753 3.760 0.412  0.00
C: -2.754 2.812 0.273  0.00
C: 0.277 1.632 -2.296  0.00
C: 1.175 0.653 -2.720  0.01
C: 2.249 0.989 -3.534  0.00
C: 2.427 2.305 -3.938  0.00
C: 1.534 3.282 -3.517  0.00
C: 0.466 2.950 -2.695  0.00
C: -3.012 -0.552 -2.205  0.00
C: -3.471 -1.499 -3.141  0.00
C: -4.585 -2.240 -2.831  0.00
C: -5.227 -2.042 -1.610  0.00
C: -4.693 -1.097 -0.759  0.00
N: -3.621 -0.358 -1.042  0.00
H: -1.400 0.004 -3.300  0.00
H: -2.574 2.699 -3.102  0.00
H: -4.308 4.440 -2.858  0.00
H: -5.085 5.105 -0.605  0.00
H: -4.085 4.051 1.401  0.00
H: -2.293 2.369 1.146  0.00
H: 1.060 -0.370 -2.373  0.00
H: 2.958 0.227 -3.834  0.00
H: 3.268 2.572 -4.566  0.00
H: 1.682 4.313 -3.809  0.00
H: -0.198 3.725 -2.330  0.00
H: -2.937 -1.642 -4.073  0.00
H: -4.953 -2.983 -3.530  0.00
H: -6.095 -2.620 -1.324  0.00
H: -5.141 -0.916 0.213  0.00
C: 1.903 -4.154 -1.513  0.12
C: 0.923 -3.189 -1.194  -0.05
N: 1.127 -2.239 -0.326  0.05
C: 2.319 -2.161 0.350  0.09
C: 3.363 -3.099 0.086  0.07
C: 3.112 -4.090 -0.870  -0.04
C: 4.582 -2.992 0.794  -0.04
C: 4.741 -2.010 1.719  0.05
C: 3.708 -1.065 2.023  -0.10
C: 3.862 -0.059 2.989  0.38
C: 2.790 0.840 3.214  0.05
C: 1.641 0.717 2.499  0.08
N: 1.454 -0.262 1.554  0.22
C: 2.476 -1.139 1.325  0.09
H: 1.684 -4.924 -2.240  0.01
H: -0.062 -3.216 -1.653  -0.01
H: 3.891 -4.816 -1.084  0.00
H: 5.377 -3.701 0.590  0.00
H: 5.677 -1.930 2.262  0.00
H: 4.796 0.021 3.532  0.03
H: 2.879 1.647 3.930  0.01
H: 0.833 1.429 2.610  0.00
I: 6.731 4.273 -0.876  0.00
C: 4.701 4.003 -0.432  0.00
C: 4.189 2.717 -0.357  0.01
C: 2.837 2.551 -0.086  0.00
C: 2.013 3.652 0.117  -0.02
C: 2.552 4.931 0.052  0.01
C: 3.900 5.119 -0.228  0.00
C: 0.523 3.477 0.360  -0.01
O: -0.163 4.452 0.641  0.00
O: 0.119 2.262 0.210  -0.02
H: 4.828 1.856 -0.504  0.01
H: 2.408 1.559 -0.024  0.01
H: 1.894 5.774 0.220  0.00
H: 4.319 6.115 -0.288  0.00

=====

This record from the Open Molecules 2025 dataset describes a molecular structure, C45H56BaCl2IN4O2P. The level of theory is ωB97M-V/def2-TZVPD.

The LUMO energy is 3.92 eV. For the largest force on an atom, the calculation gives 0.08 eV Å⁻¹. For the HOMO-LUMO gap, the calculation gives 5.413 eV. As for the net charge: -2.

Each line ends with the Mulliken charge.
Positions of all 112 atoms, in Å:
Ba: 0.288 -0.523 -0.635  0.84
C: 3.437 1.155 0.339  -1.07
N: 3.056 -0.220 0.594  1.61
C: 2.622 -0.392 1.983  -0.69
C: 4.012 -1.227 0.247  -0.35
C: 5.370 -0.976 0.235  -0.19
C: 6.300 -1.988 -0.011  -0.99
C: 5.827 -3.276 -0.195  -0.74
C: 4.466 -3.547 -0.200  -1.17
C: 3.493 -2.533 -0.037  -0.41
N: 2.143 -2.679 -0.050  0.95
C: 1.522 -3.791 -0.566  -0.18
C: 2.009 -4.591 -1.618  -0.64
C: 1.286 -5.650 -2.142  -0.99
C: 0.033 -5.961 -1.643  -0.88
C: -0.497 -5.166 -0.632  0.01
C: 0.208 -4.094 -0.104  0.17
N: -0.380 -3.220 0.868  1.45
C: 0.232 -3.342 2.185  -0.89
C: -1.825 -3.281 0.968  -0.92
H: 4.210 1.524 1.037  0.35
H: 2.549 1.782 0.457  -0.05
H: 3.807 1.252 -0.682  0.44
H: 3.418 -0.080 2.681  0.30
H: 2.397 -1.443 2.154  0.08
H: 1.719 0.201 2.151  0.00
H: 5.717 0.033 0.422  0.33
H: 7.360 -1.768 -0.039  0.38
H: 6.525 -4.093 -0.350  0.35
H: 4.139 -4.568 -0.340  0.59
H: 2.955 -4.328 -2.070  0.63
H: 1.697 -6.213 -2.973  0.33
H: -0.549 -6.774 -2.059  0.36
H: -1.495 -5.376 -0.272  0.31
H: -0.082 -4.275 2.682  0.29
H: -0.064 -2.496 2.810  -0.01
H: 1.314 -3.337 2.077  0.29
H: -2.182 -4.216 1.434  0.33
H: -2.269 -3.189 -0.022  0.27
H: -2.172 -2.449 1.583  -0.05
Cl: -6.334 -3.848 -4.407  -0.30
C: -4.793 -3.297 -3.770  0.12
C: -3.605 -3.802 -4.331  -0.52
C: -2.396 -3.400 -3.851  0.31
Cl: -0.941 -3.995 -4.575  -0.21
C: -2.251 -2.468 -2.742  -0.82
O: -1.138 -2.156 -2.284  0.62
C: -3.505 -1.955 -2.244  1.05
C: -3.543 -0.947 -1.215  -0.74
O: -2.605 -0.417 -0.640  0.20
C: -4.741 -2.386 -2.759  -1.00
H: -3.650 -4.506 -5.152  0.43
H: -4.576 -0.634 -0.941  -0.01
H: -5.655 -1.976 -2.343  0.38
I: 3.103 -0.746 -3.104  0.16
C: 2.406 0.625 -4.529  0.30
C: 3.174 0.831 -5.641  -0.63
C: 2.739 1.734 -6.634  -0.52
C: 1.549 2.385 -6.484  -0.76
C: 0.741 2.174 -5.339  0.93
C: -0.507 2.830 -5.207  -0.93
C: -1.280 2.591 -4.106  -1.07
C: -0.826 1.714 -3.094  -0.38
C: 0.386 1.046 -3.119  0.91
C: 1.161 1.284 -4.302  -0.75
H: 4.109 0.300 -5.763  0.35
H: 3.351 1.897 -7.514  0.34
H: 1.198 3.073 -7.248  0.30
H: -0.833 3.505 -5.992  0.26
H: -2.245 3.080 -4.007  0.39
H: -1.501 1.570 -2.249  0.17
C: -1.997 3.398 0.068  -2.20
C: -1.456 3.812 1.444  2.71
C: -2.508 4.650 2.176  -2.07
C: -0.255 4.716 1.134  -2.03
P: -0.827 2.208 2.284  -0.57
N: -0.105 1.266 1.321  0.09
C: -2.368 1.395 3.113  2.74
C: -2.945 2.034 4.379  -2.24
C: -3.497 1.296 2.076  -1.99
C: -1.975 -0.059 3.411  -1.94
C: 0.285 2.791 3.750  2.70
C: 0.511 1.599 4.692  -2.05
C: 1.673 3.109 3.172  -2.18
C: -0.174 3.987 4.590  -2.10
H: -2.258 4.300 -0.497  0.65
H: -2.876 2.761 0.116  0.24
H: -1.226 2.856 -0.478  0.28
H: -2.704 5.558 1.592  0.53
H: -2.184 4.965 3.168  0.23
H: -3.458 4.128 2.281  0.31
H: -0.571 5.481 0.415  0.64
H: 0.552 4.140 0.678  0.15
H: 0.127 5.234 2.013  0.38
H: -3.246 3.071 4.225  0.27
H: -2.256 2.003 5.221  0.35
H: -3.841 1.475 4.676  0.53
H: -3.960 2.259 1.859  0.24
H: -4.282 0.646 2.483  0.65
H: -3.139 0.853 1.147  0.03
H: -1.308 -0.159 4.265  0.29
H: -1.474 -0.478 2.537  0.10
H: -2.880 -0.642 3.623  0.74
H: 0.789 0.706 4.131  0.16
H: -0.360 1.369 5.304  0.35
H: 1.334 1.841 5.374  0.66
H: 2.003 2.303 2.520  0.45
H: 2.387 3.212 3.998  0.53
H: 1.695 4.034 2.601  0.28
H: -1.162 3.848 5.027  0.27
H: -0.186 4.912 4.014  0.26
H: 0.535 4.131 5.415  0.55

=====

This record from the Open Molecules 2025 dataset describes a molecular structure, C18H45N3O10PZn at a distorted geometry. The level of theory is ωB97M-V/def2-TZVPD.

The LUMO energy (spin up / spin down) is 0.43 / -0.66 eV. The spin multiplicity is 2. For the largest force on an atom, the calculation gives 5.76 eV Å⁻¹. For the HOMO-LUMO gap (spin up / spin down), the calculation gives 8.760 / 7.503 eV.

Each line ends with the Mulliken spin population.
Positions of all 78 atoms, in Å:
Zn: 0.454 1.773 0.066  0.07
P: -1.188 3.059 -0.665  -0.03
O: -0.137 3.625 0.319  0.59
O: -1.879 4.411 -0.733  0.32
O: -1.457 1.844 0.266  0.03
O: -0.147 2.572 -1.603  0.04
C: 5.111 -0.020 0.735  0.00
O: 3.656 -0.044 0.793  0.00
C: 3.052 -1.358 0.474  0.00
C: 1.490 -1.336 0.662  0.00
N: 0.750 -0.362 -0.124  0.01
C: 0.821 -0.639 -1.541  -0.01
C: 0.564 -2.072 -2.116  0.00
O: 1.575 -3.083 -1.730  0.00
C: 1.220 -4.366 -2.255  0.00
H: 5.551 -0.092 -0.260  0.00
H: 5.509 -0.861 1.302  0.00
H: 5.583 0.918 1.029  0.00
H: 3.495 -2.085 1.155  0.00
H: 3.412 -1.451 -0.550  0.00
H: 1.259 -1.051 1.689  0.00
H: 1.138 -2.353 0.489  0.00
H: -0.192 -0.632 0.121  0.00
H: 1.857 -0.433 -1.809  0.00
H: 0.195 0.090 -2.055  0.00
H: 0.533 -2.047 -3.205  0.00
H: -0.433 -2.347 -1.769  0.00
H: 0.398 -4.771 -1.666  0.00
H: 1.970 -5.156 -2.290  0.00
H: 0.982 -4.249 -3.312  0.00
C: 0.155 0.805 3.049  0.00
O: 0.701 1.709 2.079  -0.02
C: 1.945 2.239 2.504  0.00
C: 2.601 3.068 1.387  0.00
N: 2.494 2.236 0.170  0.00
C: 2.965 2.970 -1.042  -0.01
C: 3.196 2.077 -2.301  0.00
O: 3.832 0.923 -1.860  0.00
C: 4.238 0.033 -2.834  0.00
H: -0.718 0.385 2.551  0.00
H: -0.115 1.311 3.976  0.00
H: 0.861 0.037 3.367  0.00
H: 2.649 1.455 2.783  0.00
H: 1.850 2.852 3.401  0.00
H: 3.666 3.196 1.578  0.00
H: 2.176 4.071 1.369  0.00
H: 3.157 1.485 0.299  0.00
H: 3.897 3.502 -0.845  0.00
H: 2.216 3.706 -1.334  0.00
H: 3.745 2.625 -3.068  0.00
H: 2.194 1.806 -2.631  0.00
H: 4.869 0.485 -3.599  0.00
H: 3.290 -0.392 -3.164  0.00
H: 4.751 -0.816 -2.382  0.00
C: -6.047 -2.136 -1.256  0.00
O: -4.868 -2.354 -0.521  0.00
C: -3.654 -2.046 -1.253  0.00
C: -3.142 -0.707 -0.843  0.00
N: -2.349 -0.608 0.438  0.01
C: -3.129 -1.034 1.623  0.00
C: -4.572 -0.529 1.954  0.00
O: -4.645 0.800 2.279  0.00
C: -5.610 1.174 3.257  0.00
H: -6.027 -1.151 -1.722  0.00
H: -6.795 -1.988 -0.478  0.00
H: -6.357 -2.918 -1.949  0.00
H: -3.651 -2.193 -2.333  0.00
H: -2.934 -2.747 -0.829  0.00
H: -3.972 -0.004 -0.770  0.00
H: -2.531 -0.288 -1.643  0.00
H: -2.055 0.358 0.469  -0.01
H: -2.475 -0.805 2.465  0.00
H: -3.217 -2.117 1.547  0.00
H: -4.961 -1.011 2.852  0.00
H: -5.272 -0.846 1.181  0.00
H: -5.348 2.180 3.587  0.00
H: -5.497 0.564 4.153  0.00
H: -6.646 1.157 2.919  0.00

=====

The highest largest force on an atom belongs to which entry?
C18H45N3O10PZn